Entry 1:
Density functional theory data (ωB97M-V/def2-TZVPD) for a molecular structure, C40H39N4OSTeV.

For the strongest force on any atom, the calculation gives 0.36 eV/Å. Its LUMO energy (alpha / beta) is -3.0 / -2.8 eV. As for the net charge: +1. Its spin multiplicity is 2.

Each line ends with the Mulliken charge.
Geometry (Å):
V: 1.5767 -0.3523 -0.2020  0.36
C: 3.2455 -1.4302 0.9272  -0.96
C: 3.0574 -2.0630 -0.3260  -0.05
C: 1.7692 -2.6648 -0.3207  -1.00
C: 1.1542 -2.3633 0.9037  -0.32
C: 2.0591 -1.5782 1.6731  -0.43
H: 4.1233 -0.8803 1.2262  0.73
H: 3.7670 -2.0959 -1.1340  0.46
H: 1.3323 -3.2266 -1.1316  0.49
H: 0.1671 -2.6657 1.2173  0.62
H: 1.8691 -1.1848 2.6598  0.68
N: -0.2691 0.3083 -4.0526  0.20
C: -0.5958 1.4876 -3.4096  -0.02
C: -1.4301 2.5319 -3.7838  -1.06
C: -1.4985 3.6024 -2.9166  -0.69
C: -0.7397 3.6279 -1.7384  -0.75
C: 0.0845 2.5811 -1.3727  0.03
C: 0.1328 1.4724 -2.2214  0.75
N: 0.8391 0.2542 -2.1370  0.27
C: 0.5972 -0.3748 -3.2743  -0.02
C: 1.1810 -1.6285 -3.7524  -0.38
C: 0.6074 -2.4440 -4.6865  -0.35
S: 1.6444 -3.7472 -5.0298  -0.16
C: 2.7773 -3.1140 -3.9126  -0.12
N: 2.4183 -2.0191 -3.3188  -0.20
H: -0.5383 0.0491 -4.9861  0.30
H: -1.9907 2.5097 -4.7087  0.50
H: -2.1316 4.4451 -3.1589  0.42
H: -0.7868 4.4999 -1.0995  0.50
H: 0.6779 2.6409 -0.4722  0.06
H: -0.3591 -2.3661 -5.1586  0.41
H: 3.7216 -3.6088 -3.7348  0.45
C: -1.7396 -2.5865 6.4825  -1.64
C: -1.5651 -1.9040 5.1553  0.57
C: -0.7418 -0.7979 5.0154  -0.99
C: -0.5726 -0.1520 3.7938  0.35
C: 0.3147 1.0651 3.7368  -1.73
C: -1.2453 -0.6589 2.6739  0.31
Te: -0.8605 0.4544 0.9043  1.29
N: 2.3484 1.0540 0.1929  -0.08
C: 2.9856 2.0323 0.9492  0.25
O: 2.3258 2.7823 1.6383  -0.62
C: 4.4685 2.1050 0.8416  0.25
C: 5.1665 1.3918 -0.1304  0.00
C: 6.5477 1.4843 -0.1968  -0.87
C: 7.2319 2.2833 0.7093  -0.37
C: 6.5373 2.9982 1.6771  -0.64
C: 5.1572 2.9143 1.7416  -0.52
C: -2.5052 0.2277 -0.4270  1.41
C: -3.4639 1.2527 -0.3371  0.27
C: -3.4601 2.2941 0.7524  -1.85
C: -4.4706 1.3125 -1.2932  -0.96
C: -4.5526 0.4012 -2.3364  0.42
C: -5.6540 0.4823 -3.3553  -1.77
C: -3.6027 -0.6069 -2.3923  -0.87
C: -2.5831 -0.7237 -1.4515  1.24
C: -1.6843 -1.9237 -1.5876  -2.29
C: -2.0858 -1.7723 2.7820  1.34
C: -2.8359 -2.3440 1.6147  -0.91
C: -2.2302 -2.3705 4.0274  -0.89
H: -1.1990 -2.0651 7.2704  0.36
H: -1.3725 -3.6132 6.4415  0.34
H: -2.7930 -2.6281 6.7621  0.37
H: -0.2166 -0.4134 5.8824  0.32
H: 0.8080 1.2187 4.6950  0.43
H: -0.2584 1.9662 3.5076  0.31
H: 1.0946 0.9962 2.9745  0.20
H: 4.6239 0.7802 -0.8396  0.47
H: 7.0912 0.9383 -0.9564  0.42
H: 8.3107 2.3529 0.6588  0.40
H: 7.0742 3.6223 2.3787  0.41
H: 4.5951 3.4671 2.4823  0.47
H: -2.5914 2.9505 0.6732  0.30
H: -3.4387 1.8409 1.7453  0.27
H: -4.3560 2.9087 0.6853  0.48
H: -5.2086 2.1032 -1.2220  0.40
H: -6.1505 1.4508 -3.3256  0.40
H: -6.4076 -0.2848 -3.1677  0.33
H: -5.2716 0.3227 -4.3640  0.38
H: -3.6621 -1.3478 -3.1844  0.46
H: -1.4040 -2.0811 -2.6292  0.49
H: -2.2153 -2.8230 -1.2695  0.72
H: -0.7779 -1.8427 -0.9905  -0.13
H: -2.1589 -2.5668 0.7916  -0.20
H: -3.5892 -1.6503 1.2381  0.32
H: -3.3357 -3.2686 1.8980  0.42
H: -2.8837 -3.2317 4.1155  0.42

---

Entry 2:
Density functional theory data (ωB97M-V/def2-TZVPD) for a molecular structure, C58H49N3P3PtSSi.

For the strongest force on any atom, the calculation gives 1.19 eV/Å. Its LUMO energy (alpha / beta) is -1.8 / -2.8 eV. As for the net charge: +1. The relative energy (zero: lowest compared OMol25 entry of this formula, charge and spin) is 0.0 kcal/mol. Its spin multiplicity is 3.

Each line ends with the Mulliken charge.
Geometry (Å):
Pt: -0.3533 -0.1885 -0.3712  1.93
C: -5.0503 -2.9988 -2.7764  -0.71
C: -4.7557 -1.6857 -3.1238  -0.76
C: -4.0840 -0.8688 -2.2273  -0.94
C: -3.7396 -1.3366 -0.9537  0.88
C: -4.0069 -2.6660 -0.6296  -1.00
C: -4.6614 -3.4881 -1.5377  -0.84
P: -2.7388 -0.2513 0.0991  1.88
C: -3.7273 1.2454 0.4261  1.04
C: -3.2756 2.0583 1.4719  -0.24
C: -4.0000 3.1718 1.8612  -0.77
C: -5.1738 3.5049 1.1993  -0.74
C: -5.6282 2.7050 0.1611  -0.77
C: -4.9176 1.5731 -0.2192  -0.88
C: -2.8429 -0.8992 1.8099  -0.18
C: -4.0808 -1.3130 2.3056  -0.30
C: -4.2236 -1.6587 3.6387  -1.04
C: -3.1432 -1.5385 4.5034  -1.11
C: -1.9268 -1.0789 4.0256  -0.59
C: -1.7497 -0.7623 2.6738  1.20
Si: -0.0883 -0.2468 1.9480  -0.64
C: 0.5187 1.5316 2.3051  0.77
C: 1.0384 1.7933 3.5778  -0.68
C: 1.6220 3.0103 3.8945  -0.96
C: 1.6945 4.0027 2.9315  -0.98
C: 1.1612 3.7808 1.6703  -0.65
C: 0.5858 2.5539 1.3334  0.98
P: -0.2031 2.3095 -0.3156  1.15
C: -0.8660 3.9700 -0.8106  0.84
C: -0.0351 5.0186 -1.2133  -0.39
C: -0.5744 6.2416 -1.5783  -1.03
C: -1.9496 6.4334 -1.5806  -0.76
C: -2.7842 5.3830 -1.2391  -0.69
C: -2.2449 4.1597 -0.8637  -0.35
C: 1.0520 2.2570 -1.6662  1.23
C: 0.5964 1.6944 -2.8680  -0.78
C: 1.3781 1.7266 -4.0115  -0.59
C: 2.6263 2.3335 -3.9740  -0.88
C: 3.0820 2.8974 -2.7944  -1.00
C: 2.3028 2.8608 -1.6435  -0.47
C: 1.2877 -1.4755 2.3227  1.83
C: 1.3309 -2.2898 3.4568  -1.00
C: 2.3404 -3.2241 3.6333  -0.90
C: 3.3375 -3.3516 2.6770  -1.03
C: 3.3103 -2.5560 1.5416  -0.89
C: 2.2839 -1.6368 1.3443  0.49
P: 2.2478 -0.5426 -0.1325  0.99
C: 2.8897 -1.5501 -1.5246  0.88
C: 4.2017 -2.0220 -1.6243  -0.13
C: 4.5929 -2.7974 -2.7037  -1.03
C: 3.6861 -3.1187 -3.7048  -0.84
C: 2.3890 -2.6356 -3.6351  -0.93
C: 2.0035 -1.8473 -2.5598  -0.62
C: 3.6782 0.5192 0.2835  0.91
C: 4.5588 0.9545 -0.7095  -1.21
C: 5.6052 1.8099 -0.4022  -0.76
C: 5.7738 2.2674 0.8971  -0.91
C: 4.9078 1.8359 1.8915  -0.66
C: 3.8749 0.9623 1.5906  -0.56
H: -5.5740 -3.6405 -3.4739  0.43
H: -5.0482 -1.3007 -4.0929  0.44
H: -3.8156 0.1444 -2.5107  0.41
H: -3.6952 -3.0588 0.3304  0.47
H: -4.8730 -4.5170 -1.2744  0.46
H: -2.3577 1.8062 1.9930  0.08
H: -3.6413 3.7881 2.6765  0.49
H: -5.7369 4.3807 1.4959  0.42
H: -6.5506 2.9497 -0.3508  0.45
H: -5.3077 0.9399 -1.0037  0.45
H: -4.9423 -1.3489 1.6485  0.54
H: -5.1802 -2.0033 4.0102  0.46
H: -3.2549 -1.7864 5.5518  0.45
H: -1.1022 -0.9432 4.7173  0.48
H: 0.9887 1.0153 4.3347  0.35
H: 2.0175 3.1820 4.8890  0.45
H: 2.1541 4.9566 3.1588  0.44
H: 1.1840 4.5827 0.9460  0.44
H: 1.0356 4.8900 -1.2679  0.36
H: 0.0874 7.0461 -1.8741  0.45
H: -2.3643 7.3910 -1.8679  0.40
H: -3.8601 5.5047 -1.2681  0.48
H: -2.9049 3.3402 -0.6263  0.46
H: -0.3997 1.2657 -2.9035  0.44
H: 1.0122 1.2895 -4.9327  0.50
H: 3.2384 2.3728 -4.8667  0.39
H: 4.0559 3.3725 -2.7637  0.45
H: 2.6821 3.2891 -0.7226  0.51
H: 0.5610 -2.1979 4.2143  0.13
H: 2.3526 -3.8521 4.5161  0.42
H: 4.1383 -4.0672 2.8161  0.42
H: 4.0951 -2.6616 0.8052  0.32
H: 4.9326 -1.7673 -0.8672  0.39
H: 5.6146 -3.1509 -2.7688  0.47
H: 3.9946 -3.7321 -4.5421  0.43
H: 1.6766 -2.8593 -4.4203  0.51
H: 1.0071 -1.4358 -2.5259  0.22
H: 4.4240 0.6195 -1.7278  0.71
H: 6.2895 2.1213 -1.1825  0.47
H: 6.5851 2.9433 1.1352  0.44
H: 5.0399 2.1766 2.9110  0.51
H: 3.2291 0.6093 2.3813  0.24
C: 1.4437 -6.2294 0.5825  -1.22
C: 0.2371 -5.3853 1.0016  -0.20
C: -0.1901 -4.4147 -0.0442  0.29
N: -0.3008 -3.1492 0.1219  -0.28
N: -0.7217 -2.4678 -0.9962  -0.23
C: -0.9619 -3.2506 -2.0089  -0.37
N: -1.3609 -2.8028 -3.2232  -0.18
S: -0.6444 -4.9213 -1.6675  -0.26
H: 1.7241 -6.8984 1.3956  0.41
H: 2.3006 -5.5957 0.3498  0.24
H: 1.2152 -6.8398 -0.2931  0.41
H: 0.4652 -4.8096 1.8990  -0.04
H: -0.6031 -6.0477 1.2279  0.37
H: -1.8225 -1.9055 -3.2331  0.14
H: -1.7015 -3.4732 -3.8895  0.28